No. 1
The following is a quantum chemistry calculation of a cluster of 2 separate species, C8H12N2O2S in total, from OMol25.

Results
Orbital gap   9.445 eV
Energy relative to the best compared isomer or geometry (same formula, charge and spin)   103.6 kcal/mol
SMILES   [H]/N=C(\c1ccccc1)S(N)(=O)=O.C

Last column: Mulliken charge in e.
Atoms and positions in Å:
H -0.549 1.177 2.179  0.1964
N -1.220 0.847 1.487  -0.7880
C -0.829 0.040 0.623  0.5291
C 0.466 -0.577 0.489  0.7665
C 0.641 -1.412 -0.674  -0.4881
C 1.953 -1.794 -0.967  -0.7862
C 3.018 -1.251 -0.242  -0.3821
C 2.778 -0.427 0.854  -0.5325
C 1.525 -0.078 1.195  -0.5373
S -2.399 -0.864 0.225  1.0669
N -3.482 0.251 0.769  -0.6015
O -2.730 -1.050 -1.187  -0.6172
O -2.094 -1.859 1.160  -0.5787
H -0.206 -1.580 -1.206  0.6128
H 2.054 -2.270 -1.874  0.4214
H 4.033 -1.499 -0.560  0.3664
H 3.663 -0.073 1.443  0.3238
H 1.236 0.347 2.139  0.2899
H -2.860 0.831 1.146  0.2914
H -3.856 0.834 0.082  0.2912
C -0.166 2.096 -1.481  -0.7067
H -0.292 1.633 -0.506  0.0487
H 0.882 2.510 -1.466  0.3204
H -0.392 1.373 -2.248  0.2547
H -1.175 2.795 -1.381  0.2386


No. 2
The following is a quantum chemistry calculation of a cluster of 2 separate species, C8H12N2O3 in total, from OMol25.

Results
Orbital gap   10.517 eV
Energy relative to the best compared isomer or geometry (same formula, charge and spin)   0.0 kcal/mol
SMILES   NC(=O)Oc1cccnc1.CCO

Last column: Mulliken charge in e.
Atoms and positions in Å:
N 1.679 -2.050 1.751  -0.5364
C 1.626 -1.024 0.830  0.5653
O 2.494 -0.232 0.662  -0.5189
O 0.521 -1.033 0.004  -0.3576
C -0.656 -0.898 0.748  -0.2081
C -1.530 -1.961 0.897  -0.1713
C -2.653 -1.723 1.671  -0.2841
C -2.864 -0.486 2.255  -0.3008
N -2.025 0.541 2.095  -0.6217
C -0.949 0.317 1.353  0.2432
H 0.844 -2.131 2.321  0.3013
H 2.452 -1.841 2.371  0.2830
H -1.327 -2.913 0.437  0.4522
H -3.380 -2.505 1.822  0.3850
H -3.740 -0.329 2.863  0.3665
H -0.258 1.133 1.201  0.4110
C 1.298 2.058 -3.466  -1.0946
C 1.181 2.135 -1.954  -0.1583
O 0.041 1.432 -1.473  -0.4499
H 0.402 2.464 -3.937  0.2579
H 2.165 2.616 -3.822  0.3593
H 1.399 1.020 -3.791  0.3312
H 1.063 3.169 -1.633  0.3012
H 2.081 1.731 -1.478  0.2066
H 0.138 0.510 -1.728  0.2379


No. 3
The following is a quantum chemistry calculation of a structure of composition C8H12N2PSn, from OMol25.

Results
Orbital gap   6.778 eV
Net charge   +1

Last column: Mulliken charge in e.
Atoms and positions in Å:
C 0.740 -0.014 -3.136  -0.5204
C -0.513 -0.657 -2.965  -0.4160
C -0.319 -1.827 -2.175  -0.4743
C 1.067 -1.962 -1.917  -0.5265
C 1.738 -0.775 -2.389  -0.5799
Sn 0.448 0.395 -0.442  0.7265
P -0.436 2.908 -0.269  -0.2404
H 0.955 0.825 -3.789  0.4630
H -1.468 -0.300 -3.373  0.4017
H -1.090 -2.529 -1.875  0.4710
H 2.811 -0.638 -2.466  0.5028
H 1.563 -2.791 -1.394  0.3750
H -1.436 3.136 0.722  0.1576
H -0.915 3.605 -1.419  0.1773
H 0.660 3.709 0.184  0.1605
N -1.077 -0.955 2.134  -0.0178
C -1.172 -0.787 3.461  -0.0193
C -0.118 0.038 3.832  -0.7212
C 0.593 0.340 2.687  -0.3089
N 0.013 -0.310 1.639  -0.1440
H -1.682 -1.510 1.529  0.2437
H -1.939 -1.268 4.051  0.4474
H 0.128 0.379 4.820  0.3763
H 1.449 0.987 2.547  0.4661


No. 4
The following is a quantum chemistry calculation of an isolated molecule of C8H12N2S2, from OMol25.

Results
Orbital gap   9.101 eV
Energy relative to the best compared isomer or geometry (same formula, charge and spin)   38.3 kcal/mol
SMILES   c1ccn(N[C@@H]2CSCCS2)c1

Last column: Mulliken charge in e.
Atoms and positions in Å:
C -1.507 2.295 -2.679  -0.6350
C -1.770 1.053 -3.328  -0.4583
C -1.742 0.078 -2.411  -0.1670
N -1.408 0.685 -1.225  0.4754
N -1.268 0.024 -0.032  -0.8053
C 0.055 -0.557 0.380  -0.2903
C -0.360 -1.531 1.536  -0.6385
S 1.091 -2.498 2.138  -0.1262
C 2.356 -1.227 2.626  -0.5619
C 2.633 -0.349 1.531  -0.6141
S 1.201 0.763 1.173  -0.0989
C -1.282 2.018 -1.347  -0.2698
H -1.583 3.159 -3.299  0.4137
H -2.087 0.898 -4.394  0.3304
H -1.716 -1.020 -2.465  0.3453
H -1.585 0.663 0.775  0.3505
H 0.406 -1.061 -0.497  0.4233
H -0.914 -0.888 2.288  0.3255
H -1.083 -2.226 1.037  0.3636
H 3.208 -1.864 2.813  0.3385
H 2.049 -0.666 3.480  0.3744
H 3.407 0.528 1.711  0.2983
H 2.912 -0.861 0.631  0.3409
H -1.013 2.585 -0.440  0.2852


No. 5
The following is a quantum chemistry calculation of the ion C8H12N3 with charge +1, from OMol25.

Results
Orbital gap   8.389 eV
Energy relative to the best compared isomer or geometry (same formula, charge and spin)   126.9 kcal/mol
SMILES   CC1=C=[N+]=N[C@H](C)NC/C=C\1
Net charge   +1

Last column: Mulliken charge in e.
Atoms and positions in Å:
C 2.881 0.398 1.604  -1.5337
C 1.487 0.349 1.316  0.7289
C 1.153 -0.343 0.249  0.6314
N 1.112 -1.246 -0.597  0.2742
N 0.319 -1.644 -1.411  -0.6566
C -0.989 -0.971 -1.355  0.3125
C -1.315 -0.964 -2.895  -1.2160
N -1.013 0.211 -0.695  -0.2892
C -1.487 0.267 0.684  -0.7139
C -0.741 1.232 1.643  -0.4211
C 0.518 1.242 1.968  -0.6037
H 3.164 1.436 1.247  0.3409
H 3.401 -0.429 1.129  0.3998
H 3.099 0.424 2.626  0.4369
H -1.744 -1.624 -0.780  0.3346
H -1.050 -0.040 -3.424  0.3727
H -2.385 -1.168 -3.146  0.3158
H -0.720 -1.831 -3.397  0.3553
H -1.139 1.068 -1.332  0.2378
H -1.361 -0.736 1.032  0.4200
H -2.614 0.571 0.724  0.3240
H -1.425 1.897 2.144  0.3942
H 0.847 1.901 2.666  0.5552


No. 6
The following is a quantum chemistry calculation of the ion C8H12N3 with charge +1, from OMol25.

Results
Orbital gap (spin up / spin down)   7.537 / 7.536 eV
Energy relative to the best compared isomer or geometry (same formula, charge and spin)   119.3 kcal/mol
Net charge   +1

Last column: Mulliken charge in e.
Atoms and positions in Å:
C 1.543 1.611 -0.183  -0.6754
C 0.362 2.381 -0.157  -0.1536
C -0.410 -0.836 -0.458  0.7240
C -1.960 1.498 -0.692  -0.2330
C 1.672 0.227 0.012  0.6078
C -1.094 -0.551 0.823  -0.7309
C -1.057 -1.712 -1.515  -1.2884
C 2.717 -0.471 0.829  -1.1228
N 0.815 -0.602 -0.609  -0.2480
N -0.875 1.941 -0.296  0.0011
N -2.342 0.187 0.512  -0.2673
H 2.387 2.250 -0.064  0.3745
H 0.531 3.401 -0.022  0.4734
H -1.326 -1.494 1.285  0.4208
H -0.471 -0.010 1.587  0.3635
H -2.103 -1.493 -1.676  0.4017
H -1.022 -2.744 -0.926  0.2929
H -0.362 -1.793 -2.332  0.4026
H 3.351 -1.146 0.173  0.3133
H 2.047 -1.173 1.438  0.2874
H 3.278 0.242 1.303  0.4411
H -2.804 -0.407 -0.237  0.2927
H -2.876 0.692 1.203  0.3226